1.
DFT (wB97M-V/def2-TZVPD) results for one molecule with the formula C3H7N3O.

Each atom is followed by the atoms it is bonded to, with distances in Å.
Atoms and positions in Å:
1 C -2.59 0.73 -0.28  N2 1.272, H8 1.171, H9 1.202
2 N -1.39 0.50 0.05  C1 1.272, O3 1.486
3 O -1.35 -0.98 0.17  N2 1.486, C4 1.466
4 C -0.01 -1.10 0.76  O3 1.466, N5 1.262, H10 1.159
5 N 1.10 -0.55 0.54  C4 1.262, N6 1.356
6 N 1.24 0.36 -0.45  N5 1.356, C7 1.512, H11 0.968
7 C 2.70 0.72 -0.62  N6 1.512, H12 1.147, H13 1.154, H14 1.092
8 H -3.35 -0.15 -0.39  C1 1.171
9 H -2.81 1.91 -0.25  C1 1.202
10 H 0.04 -1.88 1.62  C4 1.159
11 H 0.62 1.10 -0.42  N6 0.968
12 H 3.31 -0.17 -0.99  C7 1.147
13 H 3.13 1.18 0.34  C7 1.154
14 H 2.61 1.51 -1.37  C7 1.092

The total charge is 0. The HOMO-LUMO gap comes out at 9.25 eV. The energy relative to the best compared isomer or geometry (same formula, charge and spin) is 128.1 kcal/mol. The spin multiplicity is 1. The calculation puts the LUMO energy at 1.0 eV.

---

2.
DFT (wB97M-V/def2-TZVPD) results for one molecule with the formula C3H7N3O.

Each atom is followed by the atoms it is bonded to, with distances in Å.
Atoms and positions in Å:
1 C 0.57 1.58 -0.07  N2 1.346, N7 1.372, H8 1.197
2 N 1.70 0.86 -0.07  C1 1.346, O3 1.236
3 O 1.71 -0.34 -0.38  N2 1.236, C4 1.412
4 C 0.72 -1.16 0.20  O3 1.412, C5 1.548, H9 1.158, H10 1.191
5 C -0.72 -1.00 -0.35  C4 1.548, N6 1.413, H11 1.225, H12 1.194
6 N -1.57 0.07 0.01  C5 1.413, N7 1.452, H13 1.014
7 N -0.72 1.20 -0.34  C1 1.372, N6 1.452, H14 1.048
8 H 0.57 2.75 0.19  C1 1.197
9 H 1.13 -2.24 0.25  C4 1.158
10 H 0.83 -0.80 1.33  C4 1.191
11 H -1.15 -2.14 -0.32  C5 1.225
12 H -0.37 -0.98 -1.49  C5 1.194
13 H -1.32 0.29 0.97  N6 1.014
14 H -1.38 1.92 0.05  N7 1.048

The total charge is 0. The HOMO-LUMO gap comes out at 9.03 eV. The energy relative to the best compared isomer or geometry (same formula, charge and spin) is 160.7 kcal/mol. The spin multiplicity is 1. The calculation puts the LUMO energy at 0.7 eV.

---

3.
DFT (wB97M-V/def2-TZVPD) results for a 2-piece molecular cluster, C3H7N3O overall.

Each atom is followed by the atoms it is bonded to, with distances in Å.
Atoms and positions in Å:
1 C -1.77 -0.61 0.00  C3 1.328, N4 1.225
2 C 0.62 0.02 -0.11  N4 1.281, N5 1.256
3 C -3.06 -0.87 0.17  C1 1.328, H8 1.107, H9 1.127, H10 1.121
4 N -0.56 -0.45 -0.17  C1 1.225, C2 1.281
5 N 1.64 -0.61 -0.49  C2 1.256, O7 1.347, H11 0.975
6 N 1.83 2.41 0.63  H12 0.975, H13 0.963
7 O 2.83 -0.01 -0.28  N5 1.347, H14 1.019
8 H -3.66 -0.19 -0.46  C3 1.107
9 H -3.41 -0.90 1.25  C3 1.127
10 H -3.29 -1.83 -0.35  C3 1.121
11 H 1.68 -1.43 -1.01  N5 0.975
12 H 2.69 2.02 0.88  N6 0.975
13 H 0.96 2.67 0.97  N6 0.963
14 H 3.50 -0.22 -1.02  O7 1.019

The total charge is +2. The HOMO-LUMO gap (alpha / beta) comes out at 7.03 / 7.01 eV. The energy relative to the best compared isomer or geometry (same formula, charge and spin) is 231.1 kcal/mol. The spin multiplicity is 1. The calculation puts the LUMO energy (alpha / beta) at -12.2 / -12.3 eV.

---

4.
DFT (wB97M-V/def2-TZVPD) results for one molecule with the formula C3H7N3O2.

Each atom is followed by the atoms it is bonded to, with distances in Å.
Atoms and positions in Å:
1 C -1.38 -0.64 -1.64  C2 1.494, H9 1.091, H10 1.087, H11 1.092
2 C -0.62 0.44 -0.94  C1 1.494, O3 1.193, N4 1.760
3 O -0.90 1.59 -0.83  C2 1.193
4 N 1.08 0.04 -1.13  C2 1.760, C5 1.215
5 C 1.33 -0.25 0.02  N4 1.215, N6 1.345, O7 1.736
6 N 2.23 -0.62 0.95  C5 1.345, H12 1.015, H13 1.012
7 O -0.21 -0.26 0.83  C5 1.736, N8 1.425
8 N -0.29 0.75 1.83  O7 1.425, H14 1.027, H15 1.020
9 H -1.29 -0.48 -2.72  C1 1.091
10 H -0.98 -1.62 -1.39  C1 1.087
11 H -2.42 -0.57 -1.35  C1 1.092
12 H 1.83 -0.69 1.89  N6 1.015
13 H 3.06 -0.05 0.98  N6 1.012
14 H -0.19 1.64 1.33  N8 1.027
15 H -1.25 0.71 2.15  N8 1.020

The total charge is 0. The HOMO-LUMO gap comes out at 10.36 eV. The energy relative to the best compared isomer or geometry (same formula, charge and spin) is 116.8 kcal/mol. The spin multiplicity is 1. The calculation puts the LUMO energy at 0.9 eV.

---

5.
DFT (wB97M-V/def2-TZVPD) results for one molecule with the formula C3H7N3O2.

Each atom is followed by the atoms it is bonded to, with distances in Å.
Atoms and positions in Å:
1 C 1.53 -1.04 -2.63  N2 1.375, H9 1.102, H10 1.017, H11 1.167
2 N 0.62 -1.01 -1.60  C1 1.375, N3 1.473, H12 1.000
3 N 1.11 -0.46 -0.32  N2 1.473, C4 1.277
4 C 0.22 0.19 0.32  N3 1.277, N5 1.459, O8 1.276
5 N -1.20 0.15 0.02  C4 1.459, O6 1.504, H13 1.023
6 O -1.53 1.22 1.02  N5 1.504, C7 1.414
7 C -1.04 0.54 2.16  O6 1.414, O8 1.567, H14 1.272, H15 1.321
8 O 0.37 0.66 1.49  C4 1.276, C7 1.567
9 H 1.19 -1.51 -3.57  C1 1.102
10 H 2.33 -1.64 -2.41  C1 1.017
11 H 1.83 0.02 -3.01  C1 1.167
12 H 0.06 -1.79 -1.32  N2 1.000
13 H -1.64 0.58 -0.80  N5 1.023
14 H -1.30 1.18 3.22  C7 1.272
15 H -1.25 -0.76 2.02  C7 1.321

The total charge is 0. The HOMO-LUMO gap comes out at 8.75 eV. The energy relative to the best compared isomer or geometry (same formula, charge and spin) is 188.6 kcal/mol. The spin multiplicity is 1. The calculation puts the LUMO energy at 0.7 eV.

---

6.
DFT (wB97M-V/def2-TZVPD) results for one molecule with the formula C3H7N3O3.

Each atom is followed by the atoms it is bonded to, with distances in Å.
Atoms and positions in Å:
1 C -1.45 -0.53 -1.89  N2 1.442, H10 1.118, H11 1.166, H12 1.193
2 N -0.84 -0.42 -0.59  C1 1.442, O3 1.452, C4 1.364
3 O -1.23 -1.45 0.35  N2 1.452, H13 0.939
4 C 0.11 0.51 -0.31  N2 1.364, O5 1.234, N6 1.426
5 O 0.32 1.56 -0.93  C4 1.234
6 N 0.80 0.38 0.94  C4 1.426, N7 1.404, C8 1.419
7 N 1.42 1.54 1.43  N6 1.404, H14 1.238, H15 1.268
8 C 1.54 -0.78 1.26  N6 1.419, O9 1.269, H16 1.261
9 O 1.22 -1.97 0.95  C8 1.269
10 H -1.22 -1.56 -2.26  C1 1.118
11 H -2.57 -0.22 -1.97  C1 1.166
12 H -0.76 0.12 -2.62  C1 1.193
13 H -1.94 -1.01 0.78  O3 0.939
14 H 1.31 2.41 0.55  N7 1.238
15 H 0.73 1.85 2.45  N7 1.268
16 H 2.58 -0.43 1.88  C8 1.261

The total charge is 0. The HOMO-LUMO gap comes out at 10.07 eV. The energy relative to the best compared isomer or geometry (same formula, charge and spin) is 143.1 kcal/mol. The spin multiplicity is 1. The calculation puts the LUMO energy at 0.5 eV.